Record 1
ORCA calculation (the ωB97M-V functional and the def2-TZVPD basis) on a structure of composition C19H33Cl2N2O3PbS.

Orbital gap (alpha / beta): 2.35 / 2.35 eV
HOMO energy (alpha / beta): -0.226 / -0.225 eV
Lowest unoccupied orbital energy (alpha / beta): 2.120 / 2.120 eV
Total charge: -1
2S+1: 1
Electronic energy: -2590.28468 a.u.

Cartesian coordinates (Å):
1 O -3.03245 2.42707 -1.32500
2 C -3.02839 3.48076 -1.92933
3 C -3.21698 3.62839 -3.37942
4 C -3.41955 2.51217 -4.19340
5 H -3.43603 1.53276 -3.73564
6 C -3.59383 2.67370 -5.55446
7 H -3.75090 1.81016 -6.18674
8 C -3.56756 3.94791 -6.11445
9 H -3.70451 4.07058 -7.18086
10 C -3.36684 5.06208 -5.31112
11 H -3.34724 6.05063 -5.74949
12 C -3.19171 4.90172 -3.94637
13 H -3.03415 5.76510 -3.31092
14 H -2.87503 4.43930 -1.38895
15 C 2.75065 1.17033 -0.79892
16 C 2.72697 0.19242 0.32790
17 H 3.75051 1.55281 -1.01742
18 H 2.10534 2.01700 -0.56811
19 H 2.34877 0.72527 -1.70642
20 C 3.75526 -0.06277 1.14365
21 C 5.12433 0.54961 1.13074
22 H 3.60588 -0.77563 1.95121
23 H 5.28638 1.20873 0.28221
24 H 5.90236 -0.21894 1.10861
25 H 5.29958 1.13629 2.03705
26 Pb 0.97974 -0.78966 0.65515
27 Cl 0.93716 -1.84408 -1.42828
28 Cl -0.37366 0.98934 0.08587
29 H -3.69835 -1.75525 -1.07913
30 H -3.20584 -4.19949 -1.61823
31 C -2.64000 -1.62291 -0.85686
32 C -2.16129 -3.98005 -1.39994
33 N -2.06425 -2.89173 -0.45259
34 H -2.50431 -0.89944 -0.06402
35 C -1.21483 -2.95778 0.57529
36 O -0.93897 -2.02982 1.34504
37 H -1.69497 -4.87169 -0.98995
38 H -0.77017 -3.95453 0.70471
39 H -2.12184 -1.24790 -1.73775
40 H -1.65116 -3.71710 -2.32680
41 H 0.83080 0.06451 6.13537
42 H -1.71234 0.66425 5.81279
43 C 1.00590 0.69687 5.26457
44 C -1.38815 1.24361 4.94745
45 N -0.15968 0.70647 4.40398
46 H 1.85051 0.31505 4.70458
47 C -0.10191 0.26100 3.14656
48 O 0.92840 -0.21074 2.63838
49 H -2.16866 1.21131 4.19404
50 H -1.02460 0.34637 2.57521
51 H 1.22677 1.70751 5.60736
52 H -1.24804 2.27913 5.25855
53 C 2.95295 -4.36112 2.12604
54 S 2.23622 -2.89230 1.32293
55 C 3.45261 -3.01233 -0.05342
56 H 2.33065 -4.59302 3.01437
57 H 3.98610 -4.16276 2.48032
58 H 2.87285 -5.24885 1.46427
59 H 4.48480 -3.08526 0.34857
60 H 3.19638 -3.85955 -0.72281
61 H 3.48032 -2.09551 -0.66598

***

Record 2
ORCA calculation (the ωB97M-V functional and the def2-TZVPD basis) on a structure of composition C36H39ClP2Pt.

Orbital gap (alpha / beta): 5.80 / 5.43 eV
Expectation value of S²: 6.0257
HOMO energy (alpha / beta): -11.956 / -14.385 eV
Lowest unoccupied orbital energy (alpha / beta): -6.152 / -8.958 eV
Total charge: +2
2S+1: 5
Electronic energy: -2656.41557 a.u.

Cartesian coordinates (Å):
1 Pt 0.23457 -0.88510 0.06079
2 C 2.89861 -0.80502 -1.04783
3 C 2.59023 0.64977 -0.75738
4 C 2.03539 1.52645 -1.90090
5 C 0.69395 1.01805 -2.49312
6 C -0.09818 -0.09839 -1.93614
7 C 0.09890 -1.55666 -1.83474
8 C 1.26573 -2.23787 -2.49604
9 C 2.59217 -1.44896 -2.38202
10 C -2.56418 -0.50438 0.79384
11 H 3.97589 -1.01096 -0.82458
12 H 3.46031 1.15767 -0.36368
13 H 2.80472 1.62789 -2.70392
14 H 1.86398 2.51920 -1.46716
15 H 0.06093 1.91912 -2.53796
16 H 0.84114 0.78058 -3.54872
17 H -1.00440 -0.12956 -2.60035
18 H -0.84465 -2.13566 -1.97168
19 H 0.95297 -2.33663 -3.54445
20 H 1.36331 -3.24702 -2.06635
21 H 3.40144 -2.15545 -2.66448
22 H 2.59301 -0.67640 -3.19050
23 H -1.97874 -1.44171 0.66311
24 H -3.63012 -0.74078 0.61827
25 H -2.37855 -0.18437 1.82378
26 P 1.57171 0.75066 0.71129
27 P -2.25476 0.81588 -0.34969
28 C 0.33981 2.05582 0.51695
29 C -0.92712 2.07124 -0.00724
30 C 2.47217 1.13954 2.17379
31 C 3.48275 2.10223 2.20978
32 C 3.91473 2.53107 3.46282
33 C 3.35589 1.97358 4.63304
34 C 2.39005 0.96597 4.56621
35 C 1.96320 0.52810 3.32750
36 C 2.82597 -1.60137 0.96864
37 C 2.32108 -2.66726 0.24881
38 C 3.01441 -3.87147 0.23887
39 C 4.11353 -3.99079 1.11007
40 C 4.50291 -2.94446 1.96519
41 C 3.80830 -1.69578 1.93249
42 C -3.56857 1.84639 0.39112
43 C -3.30434 2.54604 1.58606
44 C -4.30283 3.34730 2.13639
45 C -5.53789 3.43784 1.47838
46 C -5.81125 2.70374 0.31601
47 C -4.81931 1.88479 -0.22363
48 C -3.06353 0.04217 -1.83372
49 C -3.22185 -1.36596 -1.91570
50 C -3.59005 -1.99650 -3.11484
51 C -3.77531 -1.24019 -4.27917
52 C -3.69340 0.16444 -4.21379
53 C -3.39638 0.79900 -2.99260
54 H 0.74920 2.96052 1.00235
55 H -1.35455 3.06803 -0.08201
56 H 3.91064 2.51139 1.30169
57 H 4.67737 3.30473 3.53856
58 H 3.68274 2.33177 5.61862
59 H 1.94124 0.52432 5.46261
60 H 1.23225 -0.27729 3.22420
61 H 1.27548 -2.64667 -0.15438
62 H 2.63257 -4.66099 -0.41811
63 H 4.64445 -4.94782 1.10361
64 H 5.31602 -3.09558 2.68378
65 H 4.04097 -0.91158 2.65840
66 H -2.32231 2.47408 2.07706
67 H -4.09814 3.90576 3.05845
68 H -6.29925 4.10246 1.87500
69 H -6.78170 2.74443 -0.18214
70 H -5.02346 1.28487 -1.11492
71 H -3.01873 -2.00797 -1.05493
72 H -3.74367 -3.08539 -3.12520
73 H -3.95963 -1.75238 -5.23375
74 H -3.82299 0.74720 -5.13935
75 H -3.39921 1.89269 -2.95844
76 Cl -0.81304 -1.30102 3.33187
77 C 0.00935 -1.97148 1.91529
78 H 1.00457 -2.23790 2.27669
79 H -0.51851 -2.89200 1.66420

***

Record 3
ORCA calculation (the ωB97M-V functional and the def2-TZVPD basis) on the molecule C23H27NO5.

Orbital gap: 8.45 eV
SMILES: C/C=C/c1ccc(OCC(=O)N2CCc3cc(OC)c(OC)cc3C2)c(OC)c1
HOMO energy: -7.693 eV
Lowest unoccupied orbital energy: 0.755 eV
Total charge: 0
2S+1: 1
Electronic energy: -1323.53503 a.u.

Cartesian coordinates (Å):
1 C -8.17970 -2.43885 -1.86817
2 C -7.10375 -1.49268 -1.45689
3 C -6.15161 -1.78539 -0.57390
4 C -5.07343 -0.92312 -0.11487
5 C -4.21284 -1.38502 0.87410
6 C -3.17652 -0.60038 1.35296
7 C -2.97692 0.67200 0.84945
8 C -3.82858 1.15425 -0.16810
9 C -4.85800 0.36046 -0.63069
10 H -5.50880 0.72716 -1.40642
11 O -3.53881 2.41077 -0.62220
12 C -4.37154 2.97133 -1.60447
13 H -4.34781 2.39170 -2.53387
14 H -5.40651 3.05628 -1.25649
15 H -3.97370 3.96741 -1.79309
16 O -2.00270 1.54433 1.25089
17 C -1.10180 1.13722 2.25327
18 C -0.16289 -0.01810 1.87765
19 O -0.02950 -0.96105 2.64013
20 N 0.48440 0.06310 0.70320
21 C 0.52191 1.19660 -0.19219
22 C 1.86445 1.91148 -0.03548
23 C 2.99719 0.93276 -0.17831
24 C 2.78858 -0.42422 0.01951
25 C 3.85774 -1.30207 -0.10678
26 C 5.13861 -0.87270 -0.42078
27 C 5.35439 0.50462 -0.62120
28 C 4.27398 1.36917 -0.49379
29 H 4.46506 2.41924 -0.65205
30 O 6.52393 1.12824 -0.94051
31 C 7.72970 0.41186 -1.07860
32 H 8.47907 1.16598 -1.31993
33 H 7.67676 -0.31986 -1.88728
34 H 8.00896 -0.09403 -0.15210
35 O 6.20448 -1.73127 -0.54514
36 C 6.00160 -3.10023 -0.30221
37 H 6.97855 -3.56399 -0.43282
38 H 5.29682 -3.53870 -1.01628
39 H 5.64902 -3.28243 0.71800
40 H 3.66692 -2.35156 0.05107
41 C 1.42639 -0.97730 0.34718
42 H 1.03768 -1.53051 -0.52015
43 H 1.48476 -1.66806 1.19272
44 H 1.95507 2.70463 -0.77899
45 H 1.91499 2.37575 0.95442
46 H -0.30817 1.87291 -0.00039
47 H 0.42804 0.81555 -1.21525
48 H -0.50165 2.02533 2.47693
49 H -1.63174 0.83682 3.16595
50 H -2.52762 -0.99774 2.11616
51 H -4.35099 -2.37452 1.28366
52 H -6.15828 -2.76991 -0.12086
53 H -7.14647 -0.52198 -1.93139
54 H -8.14109 -2.61042 -2.94433
55 H -8.07980 -3.39319 -1.35701
56 H -9.15959 -2.01855 -1.63986

***

Record 4
ORCA calculation (the ωB97M-V functional and the def2-TZVPD basis) on the ion C8H15N2O2 with charge +1.

Orbital gap: 9.87 eV
SMILES: C=C(/[NH+]=C/N(C)C)C(=O)OCC
HOMO energy: -13.034 eV
Lowest unoccupied orbital energy: -3.167 eV
Total charge: +1
2S+1: 1
Electronic energy: -573.49850 a.u.

Cartesian coordinates (Å):
1 C 0.78393 2.46904 -0.13073
2 C -1.60474 -0.14312 0.02518
3 C 0.23859 1.29078 -0.24322
4 C 1.36939 -0.00639 -0.12837
5 C 4.73622 -0.78641 -0.33128
6 C -3.34497 -1.78878 0.14259
7 C -3.94136 0.65823 -0.00266
8 C 3.57802 -0.68951 0.55143
9 N -2.88910 -0.39731 0.09646
10 N -1.10670 1.04500 -0.21362
11 O 0.99826 -1.11021 -0.44065
12 O 2.58142 0.44792 0.13930
13 H 0.31237 3.39654 0.02955
14 H 1.83486 2.30353 -0.19236
15 H -0.99109 -0.94312 0.19804
16 H 5.50652 -0.28898 0.14782
17 H 4.95733 -1.82552 -0.42701
18 H 4.54039 -0.43400 -1.33324
19 H -2.43236 -2.26963 -0.16881
20 H -3.48407 -2.16837 1.11287
21 H -4.06819 -1.75156 -0.62856
22 H -3.80418 1.45365 -0.66915
23 H -4.95591 0.36285 -0.17914
24 H -4.06940 1.13573 0.93912
25 H 3.95411 -0.23656 1.43488
26 H 2.94096 -1.60084 0.50734
27 H -1.64030 1.87703 -0.23578

***

Record 5
ORCA calculation (the ωB97M-V functional and the def2-TZVPD basis) on the molecule C3O.

Orbital gap: 10.31 eV
HOMO energy: -11.364 eV
Lowest unoccupied orbital energy: -1.051 eV
Total charge: 0
2S+1: 1
Electronic energy: -189.41111 a.u.

Cartesian coordinates (Å):
1 C -1.88226 0.07154 0.02801
2 C -0.64308 -0.08452 -0.02182
3 C 0.67515 0.02904 -0.03318
4 O 1.85019 -0.01606 0.02700

***

Record 6
ORCA calculation (the ωB97M-V functional and the def2-TZVPD basis) on the molecule C5H10O2.

Orbital gap: 10.49 eV
SMILES: C[C@H]1OCC[C@H]1O
HOMO energy: -9.634 eV
Lowest unoccupied orbital energy: 0.860 eV
Total charge: 0
2S+1: 1
Electronic energy: -346.97460 a.u.

Cartesian coordinates (Å):
1 C -0.81979 1.89793 0.22770
2 C -0.84992 0.38139 0.18245
3 O -0.87968 0.00722 -1.18914
4 C -0.19619 -1.21362 -1.36477
5 C 0.92692 -1.20593 -0.32757
6 C 0.37197 -0.32628 0.81380
7 O 1.28141 0.64875 1.27768
8 H -1.72688 2.28034 -0.24851
9 H 0.04470 2.27276 -0.32719
10 H -0.76646 2.26752 1.25465
11 H -1.75318 0.01101 0.69285
12 H 0.16780 -1.23762 -2.39649
13 H -0.87058 -2.07436 -1.23080
14 H 1.20733 -2.21654 -0.01219
15 H 1.81269 -0.71397 -0.74173
16 H 0.06170 -0.94372 1.67073
17 H 1.98818 0.16511 1.71851

***

Record 7
ORCA calculation (the ωB97M-V functional and the def2-TZVPD basis) on the molecule C5H10O2.

Orbital gap: 8.87 eV
HOMO energy: -7.959 eV
Lowest unoccupied orbital energy: 0.914 eV
Total charge: 0
2S+1: 1
Electronic energy: -346.81216 a.u.

Cartesian coordinates (Å):
1 C 2.41735 -0.32350 0.78047
2 O 1.02432 -0.17528 0.60949
3 C 0.62285 -0.38492 -0.75676
4 C -0.80959 -0.39078 -1.13687
5 C -1.89087 -0.66181 -0.22435
6 C -1.73227 0.91475 -0.12956
7 O -1.14845 1.41208 1.02545
8 H 2.73764 -1.34669 0.53184
9 H 2.64872 -0.12445 1.82967
10 H 2.98806 0.37718 0.15009
11 H 1.20566 0.29923 -1.39383
12 H 0.91981 -1.40901 -1.05896
13 H -1.42768 1.39682 -1.08350
14 H -2.83467 -0.98219 -0.69221
15 H -1.80014 -1.09230 0.78251
16 H -2.70643 1.35682 -0.30370
17 H -0.21432 1.13406 1.07021

***

Record 8
ORCA calculation (the ωB97M-V functional and the def2-TZVPD basis) on a structure of composition C22H31F5O6PPdTe.

Orbital gap (alpha / beta): 6.00 / 5.66 eV
HOMO energy (alpha / beta): -5.609 / -5.568 eV
Lowest unoccupied orbital energy (alpha / beta): 0.387 / 0.091 eV
Total charge: -1
2S+1: 1
Electronic energy: -2545.02190 a.u.

Cartesian coordinates (Å):
1 Pd 0.37477 -0.31752 1.26183
2 O -0.15004 0.15246 5.45540
3 C -0.46256 0.05592 4.28765
4 O -0.03688 -0.68996 3.39102
5 C -1.72807 0.96755 3.86170
6 C -2.62635 0.19815 2.88628
7 C -3.97649 0.93879 2.77188
8 C -3.58504 2.12576 1.87306
9 C -2.07235 1.87451 1.70115
10 O -2.02317 0.45424 1.62105
11 C -1.37193 2.19592 3.03023
12 C 0.19930 2.47576 2.84280
13 O 0.65989 3.28258 3.62486
14 O 0.73918 1.91614 1.86578
15 H -2.21374 1.21711 4.80451
16 H -2.69553 -0.87837 3.05778
17 H -4.72426 0.30592 2.29489
18 H -4.34994 1.23779 3.74852
19 H -4.08503 2.07109 0.90635
20 H -3.79250 3.09600 2.31891
21 H -1.62000 2.32389 0.81450
22 H -1.73992 3.11329 3.49070
23 F 3.24439 -4.27410 2.43884
24 Te 3.76860 -2.42854 2.09198
25 F 5.52031 -3.24710 2.25447
26 F 4.10317 -2.15697 3.96292
27 F 4.09796 -2.98111 0.22809
28 F 4.89527 -0.89133 1.68738
29 O 2.15553 -1.81044 1.85592
30 C -1.02613 -2.55088 -1.08457
31 C 0.28271 -2.07345 -1.72789
32 C 0.18632 -2.17410 -3.24729
33 C 1.41971 -2.93901 -1.20146
34 P 0.48617 -0.30774 -1.05240
35 C -0.83771 0.50448 -2.04382
36 C -0.68898 1.03197 -3.32359
37 C -1.76255 1.60789 -3.98359
38 C -3.01217 1.64498 -3.39196
39 C -3.18191 1.09498 -2.13296
40 C -2.10536 0.53801 -1.46809
41 C 2.10517 0.55783 -1.51763
42 C 1.80426 2.05742 -1.41007
43 C 2.75750 0.20081 -2.85122
44 C 3.07892 0.21294 -0.38647
45 H -1.14560 -3.62430 -1.22449
46 H -1.88840 -2.05182 -1.52607
47 H -1.00582 -2.34271 -0.00353
48 H -0.04107 -3.20296 -3.52566
49 H 1.12399 -1.90083 -3.72006
50 H -0.60425 -1.53724 -3.64047
51 H 1.22691 -3.98956 -1.41552
52 H 1.49896 -2.83062 -0.11981
53 H 2.37580 -2.67848 -1.64720
54 H 0.26290 0.99586 -3.82633
55 H -1.61724 2.03489 -4.96702
56 H -3.84493 2.10336 -3.90510
57 H -4.15330 1.11136 -1.66232
58 H -2.23044 0.12476 -0.47759
59 H 1.15217 2.41638 -2.20305
60 H 2.73657 2.61894 -1.45274
61 H 1.33312 2.25702 -0.44501
62 H 2.11439 0.38716 -3.70530
63 H 3.06122 -0.84184 -2.86426
64 H 3.65334 0.80829 -2.97552
65 H 2.65721 0.50998 0.58313
66 H 4.01807 0.74854 -0.52014
67 H 3.30589 -0.84972 -0.36337

***

In order of appearance, relative energy (zero: lowest compared OMol25 entry of this formula, charge and spin) = 5.244, 3.573, 2.120, 1.031, 0.000, 1.383, 5.803, 1.314 eV.